# 1
Molecular formula: C42H53ClMnN2O7P2S
Method: DFT, ωB97M-V/def2-TZVPD

As for the multiplicity: 4.

Atoms and positions in Å:
Mn  0.618  0.767  0.414
C  2.437  -4.739  -2.239
C  1.218  -3.906  -2.629
C  -0.030  -4.763  -2.780
P  0.921  -1.404  -1.298
C  2.581  -0.695  -1.833
C  2.443  0.810  -1.655
C  3.073  -1.030  -3.236
C  -0.187  -0.642  -2.531
C  -0.208  -0.843  -3.904
C  -1.025  -0.072  -4.710
C  -1.806  0.923  -4.139
C  -1.841  1.094  -2.772
C  -1.071  0.277  -1.927
N  -1.140  0.325  -0.545
C  -2.332  0.678  0.038
C  -3.587  0.589  -0.590
C  -4.726  1.051  0.034
C  -4.674  1.595  1.312
C  -3.474  1.574  2.004
C  -2.328  1.092  1.394
P  -0.779  0.665  2.214
C  -1.266  -1.006  2.915
C  -2.213  -0.913  4.108
C  -1.921  -1.836  1.813
C  -0.578  1.776  3.688
C  0.600  1.303  4.537
C  -0.403  3.225  3.240
H  2.578  -5.559  -2.940
H  2.288  -5.144  -1.241
H  3.332  -4.122  -2.232
H  1.405  -3.377  -3.569
H  -0.232  -5.285  -1.848
H  0.102  -5.487  -3.578
H  -0.879  -4.126  -3.013
H  3.293  -1.105  -1.101
H  2.132  1.293  -2.581
H  3.370  1.277  -1.322
H  1.647  1.037  -0.903
H  2.390  -0.629  -3.982
H  3.181  -2.102  -3.383
H  4.048  -0.569  -3.390
H  0.410  -1.610  -4.345
H  -1.032  -0.227  -5.777
H  -2.408  1.562  -4.766
H  -2.444  1.886  -2.354
H  -3.665  0.142  -1.569
H  -5.672  0.993  -0.485
H  -5.566  1.990  1.771
H  -3.430  1.949  3.018
H  -0.330  -1.497  3.200
H  -3.079  -0.302  3.858
H  -1.735  -0.512  4.999
H  -2.575  -1.913  4.343
H  -2.932  -1.485  1.614
H  -1.961  -2.878  2.120
H  -1.328  -1.792  0.900
H  -1.503  1.684  4.271
H  1.535  1.447  4.001
H  0.505  0.249  4.790
H  0.648  1.877  5.461
H  0.461  3.311  2.582
H  -0.246  3.865  4.109
H  -1.282  3.572  2.700
C  5.537  -5.325  4.758
C  4.703  -4.406  3.920
C  3.519  -3.858  4.401
C  2.705  -3.099  3.577
C  3.083  -2.862  2.269
C  4.278  -3.371  1.790
C  5.085  -4.135  2.610
S  1.918  -2.252  0.980
O  0.979  -2.983  -1.557
O  0.667  -2.864  1.393
N  1.812  -0.588  1.278
C  3.031  -0.066  1.825
C  2.967  1.478  1.784
O  3.845  2.155  2.275
O  1.915  1.899  1.203
H  5.275  -5.263  5.811
H  6.593  -5.092  4.642
H  5.384  -6.353  4.426
H  3.218  -4.047  5.423
H  1.763  -2.711  3.932
H  4.553  -3.191  0.762
H  6.007  -4.546  2.223
H  3.913  -0.391  1.254
H  3.183  -0.386  2.866
C  -4.894  4.255  -1.472
C  -3.994  4.274  -2.667
C  -4.508  4.156  -3.946
C  -3.666  4.189  -5.046
Cl  -4.335  4.029  -6.637
C  -2.301  4.322  -4.883
C  -1.770  4.418  -3.607
C  -2.604  4.407  -2.495
O  -2.195  4.522  -1.201
C  -0.821  4.639  -0.900
C  -0.091  3.269  -1.013
O  0.491  2.971  -2.046
O  -0.199  2.552  0.024
H  -5.866  3.842  -1.734
H  -5.035  5.267  -1.093
H  -4.447  3.667  -0.673
H  -5.570  4.040  -4.092
H  -1.646  4.335  -5.740
H  -0.699  4.456  -3.494
H  -0.785  4.968  0.140
H  -0.327  5.370  -1.550

***

# 2
Molecular formula: C2H3OPS
Method: DFT, ωB97M-V/def2-TZVPD

As for the multiplicity: 3.

Atoms and positions in Å:
C  -0.609  1.040  0.495
C  -0.556  -0.383  -0.202
O  -1.688  -0.782  -0.881
P  -1.967  1.440  1.306
S  -2.937  -1.394  0.027
H  0.432  1.536  0.360
H  0.154  -0.418  -0.879
H  -0.237  -1.003  0.723

***

# 3
Molecular formula: C21H22F17N2O2
Method: DFT, ωB97M-V/def2-TZVPD

As for the net charge: +1. As for the multiplicity: 1.

Atoms and positions in Å:
N  -2.521  0.177  4.410
C  -2.651  -1.070  3.754
O  -2.922  -2.097  4.359
C  -2.376  -1.166  2.260
C  -3.569  -0.776  1.398
N  -3.199  -0.822  -0.040
C  -3.382  0.235  -0.808
C  -3.047  0.217  -2.104
C  -2.485  -0.895  -2.635
C  -2.270  -2.000  -1.849
C  -1.619  -3.233  -2.421
C  -0.706  -3.988  -1.437
C  0.774  -3.776  -1.709
F  1.448  -4.733  -1.042
F  1.026  -3.981  -3.015
C  1.263  -2.381  -1.286
F  0.768  -2.132  -0.055
F  0.729  -1.481  -2.128
C  2.820  -2.251  -1.170
F  3.386  -2.931  -2.170
F  3.155  -2.816  -0.014
C  3.305  -0.781  -1.262
F  2.476  -0.005  -0.538
F  3.155  -0.414  -2.543
C  4.802  -0.541  -0.921
F  5.231  -1.232  0.139
F  5.482  -0.996  -1.979
C  5.172  0.976  -0.745
F  6.375  1.142  -1.297
F  4.326  1.788  -1.390
C  5.311  1.482  0.725
F  5.555  2.805  0.619
F  6.360  0.954  1.332
C  4.047  1.386  1.619
F  3.689  0.132  1.870
F  3.048  2.079  1.103
F  4.363  1.959  2.790
C  -2.657  -1.924  -0.569
H  -3.346  0.740  4.231
H  -2.440  -0.037  5.397
H  -1.543  -0.508  2.008
H  -2.023  -2.172  2.084
H  -3.776  0.271  1.589
H  -4.464  -1.359  1.587
H  -3.798  1.146  -0.408
H  -3.228  1.085  -2.708
H  -2.196  -0.957  -3.672
H  -1.051  -2.906  -3.283
H  -2.396  -3.913  -2.753
H  -0.882  -5.053  -1.536
H  -0.865  -3.737  -0.395
H  -2.539  -2.772  0.079
C  -1.867  5.190  1.602
C  -1.702  3.929  0.771
C  -0.929  4.203  -0.509
O  -2.993  3.383  0.455
H  -2.427  5.946  1.046
H  -2.427  4.978  2.514
H  -0.899  5.609  1.878
H  -1.183  3.169  1.357
H  -1.460  4.929  -1.131
H  -0.823  3.289  -1.098
H  0.065  4.594  -0.294
H  -3.471  4.042  -0.061

***

# 4
Molecular formula: C10H12Si
Method: DFT, ωB97M-V/def2-TZVPD

As for the multiplicity: 3.

Atoms and positions in Å:
C  0.694  2.450  -2.418
C  0.639  1.341  -1.886
C  -3.523  0.129  1.143
C  -3.543  1.414  0.541
C  -2.488  -0.571  0.629
C  -2.568  1.446  -0.440
C  1.972  -1.919  -1.258
C  0.772  -1.752  -0.792
C  -1.835  0.172  -0.385
C  3.385  -0.358  1.884
Si  -0.179  -0.088  -0.964
H  0.895  3.469  -2.568
H  -4.320  -0.320  1.825
H  -4.216  2.249  0.752
H  -2.248  -1.637  0.951
H  -2.521  2.191  -1.106
H  2.570  -2.859  -1.100
H  2.552  -1.127  -1.812
H  0.212  -2.646  -0.223
H  3.797  -1.038  2.555
H  2.698  -0.835  1.247
H  3.138  0.599  2.287
H  4.116  -0.311  1.138

***

# 5
Molecular formula: C26H27N4
Method: DFT, ωB97M-V/def2-TZVPD

As for the net charge: +1. As for the multiplicity: 1.

Atoms and positions in Å:
C  -2.709  -2.697  -0.195
C  -2.283  -1.405  0.373
N  -3.174  -0.492  0.834
C  -4.608  -0.694  0.856
C  -2.515  0.579  1.447
C  -1.130  0.313  1.395
C  -0.270  1.142  2.106
C  -0.787  2.267  2.760
C  -2.165  2.524  2.779
C  -3.058  1.644  2.151
C  -0.970  -0.921  0.617
C  0.200  -1.473  0.106
C  1.474  -1.116  0.618
C  2.388  -1.810  1.453
C  2.264  -3.113  2.144
N  3.475  -1.010  1.645
C  4.624  -1.364  2.450
C  3.340  0.198  0.962
C  2.073  0.179  0.354
C  1.577  1.349  -0.202
C  2.430  2.441  -0.373
C  3.720  2.422  0.185
C  4.161  1.317  0.928
H  -1.805  -3.256  -0.463
H  -3.270  -3.277  0.561
H  -3.337  -2.575  -1.095
H  -5.069  0.218  1.236
H  -4.973  -0.908  -0.154
H  -4.881  -1.531  1.513
H  0.795  0.935  2.169
H  -0.095  2.936  3.276
H  -2.545  3.393  3.317
H  -4.131  1.749  2.201
H  0.139  -2.297  -0.620
H  1.278  -3.517  1.896
H  3.035  -3.825  1.813
H  2.329  -2.987  3.237
H  5.346  -0.545  2.400
H  4.342  -1.515  3.503
H  5.100  -2.286  2.082
H  0.529  1.373  -0.465
H  2.062  3.313  -0.916
H  4.367  3.284  0.041
H  5.121  1.283  1.425
N  -0.457  -0.034  -2.136
C  -0.397  -0.809  -3.232
C  -0.720  -0.347  -4.518
C  -1.126  1.003  -4.668
N  -1.343  1.553  -5.885
C  -1.263  1.788  -3.503
C  -0.932  1.219  -2.274
H  -0.089  -1.848  -3.086
H  -0.631  -0.998  -5.391
H  -1.585  2.536  -5.980
H  -1.221  1.023  -6.742
H  -1.575  2.831  -3.553
H  -1.056  1.836  -1.382

***

# 6
Molecular formula: C4H7N3
Method: DFT, ωB97M-V/def2-TZVPD

As for the multiplicity: 1.

Atoms and positions in Å:
N  -2.186  -0.786  0.100
C  -0.866  -0.155  -0.096
C  0.178  -0.968  0.178
C  1.258  0.006  0.130
N  2.596  -0.363  0.377
C  0.775  1.270  -0.083
N  -0.637  1.224  -0.144
H  -2.810  -0.845  -0.710
H  -2.715  -0.463  0.915
H  -1.747  -1.714  0.306
H  3.264  0.125  -0.205
H  2.689  -1.363  0.245
H  1.285  2.222  -0.174
H  -1.085  1.811  -0.839

***

Record order is preserved below.
DFT total energy: -4960.4815, -892.6131, -2770.9254, -677.4686, -1225.7683, -320.7531 Eh
Record order is preserved below.
Molecular weight: 882.30, 106.09, 657.38, 160.29, 395.53, 97.12 g mol⁻¹